DFT (ωB97M-V with the def2-TZVPD basis set) results for 2 unconnected molecules or ions with the total composition ClH2NO2Si in a non-equilibrium geometry.

```
7
Properties=species:S:1:pos:R:3:forces:R:3
Si 0.134 -0.598 -0.312 -3.93 -1.19 -1.11
Cl 0.391 -1.664 1.342 0.51 -0.66 0.48
N -0.112 1.040 0.401 2.71 -5.01 -0.54
O -1.016 1.783 0.403 -6.63 4.86 -0.28
O 1.062 1.378 0.733 3.48 0.42 0.70
H -1.515 -1.502 -1.215 2.58 1.74 1.52
H 1.056 -0.436 -1.352 1.28 -0.15 -0.77
```
Positions in Å, forces in eV/Å.

Charge ... 0
Gap between HOMO and LUMO (alpha / beta) ... 8.54 / 6.76 eV
Multiplicity ... 3
<S²> ... 2.010
Highest occupied orbital energy (alpha / beta) ... -8.3 / -10.5 eV
ΔE to the lowest compared entry with this formula, charge and spin ... 93.1 kcal per mole